Below is a 2-piece molecular cluster, CH3NS3 overall at a distorted geometry, with properties calculated with ωB97M-V/def2-TZVPD.

Last column: Löwdin charge in e.
Atoms and positions in Å:
1 C -0.1665 -0.8611 -0.5093  -1.260
2 N -0.1188 1.0076 0.3074  -0.504
3 S -1.0141 -2.0200 0.1342  0.660
4 S 1.0425 -0.7711 -1.6765  0.764
5 S -1.3813 1.1856 1.3599  0.680
6 H -0.4246 1.1601 -0.6449  -0.049
7 H 0.6787 -1.8193 -2.4031  -0.119
8 H -0.5140 0.9497 2.2521  -0.172

Values from the calculation:
highest occupied orbital energy: -8.21 eV
total energy: -1289.09950 hartree
energy relative to the best compared isomer or geometry (same formula, charge and spin): 2.510 eV

***

Below is a 2-piece molecular cluster, C5H4OS overall at a distorted geometry, with properties calculated with ωB97M-V/def2-TZVPD.

Last column: Löwdin charge in e.
Atoms and positions in Å:
1 C 3.8443 2.2121 0.2726  0.114
2 C 0.2149 -1.0181 0.1659  -0.254
3 C 4.0238 0.9936 0.1933  -0.400
4 C 1.3252 -0.8878 0.6613  0.067
5 C -1.2098 -0.8506 -0.1667  -0.117
6 O 4.7173 -1.2315 -0.9988  -0.509
7 S 4.2515 -0.7106 0.3175  0.898
8 H 3.6877 3.2018 0.1871  -0.002
9 H -1.4864 -1.3267 -1.0199  0.032
10 H -1.6707 -1.2883 0.6380  0.037
11 H -1.5378 0.2809 -0.1718  0.130

Values from the calculation:
highest occupied orbital energy (spin up / spin down): -9.24 / -10.03 eV
total energy: -666.02873 hartree
energy relative to the best compared isomer or geometry (same formula, charge and spin): 8.387 eV

***

Below is a 2-piece molecular cluster, C5Cl5NS overall at a distorted geometry, with properties calculated with ωB97M-V/def2-TZVPD.

Last column: Löwdin charge in e.
Atoms and positions in Å:
1 C 0.9588 0.0854 0.0251  -0.392
2 C 0.2634 1.2231 -0.3340  -0.857
3 C -1.5542 0.0070 -0.0006  -0.728
4 C 3.3841 -0.4143 -0.1996  -1.106
5 C -2.8777 -0.3374 0.1129  -1.090
6 N -1.0680 1.2328 -0.2575  0.044
7 S -0.2404 -1.1394 0.2478  1.009
8 Cl 1.0288 2.6847 -0.8314  0.706
9 Cl 3.4427 -2.0539 -0.5442  0.505
10 Cl 4.0075 -0.0621 1.3386  0.489
11 Cl -3.2224 -1.9624 0.6557  0.659
12 Cl -4.1227 0.7365 -0.2129  0.761

Values from the calculation:
highest occupied orbital energy (spin up / spin down): -7.95 / -7.93 eV
total energy: -2944.21302 hartree

***

Below is a 2-piece molecular cluster, C16H21F3O5 overall at a distorted geometry, with properties calculated with ωB97M-V/def2-TZVPD.

Last column: Löwdin charge in e.
Atoms and positions in Å:
1 C 4.5150 -0.0020 -1.1073  0.035
2 C 3.5985 0.4383 -2.2059  -0.494
3 O 3.6113 1.5820 -2.6309  0.109
4 O 2.7722 -0.5173 -2.7201  -0.009
5 C 1.3828 -0.2142 -2.5972  -0.083
6 C 0.6667 -1.2489 -1.7743  -0.029
7 C -0.5938 -1.0725 -1.3614  -0.086
8 C -1.4644 0.1138 -1.6307  -0.124
9 C -1.0826 1.3671 -0.8407  -0.141
10 C -1.5364 1.3467 0.6156  -0.194
11 F -0.4398 1.2189 1.4466  -0.046
12 C -1.2213 -2.1769 -0.5870  -0.252
13 O -2.4029 -2.4493 -0.6288  0.150
14 C -0.2762 -2.9669 0.2601  -0.118
15 F -0.7857 -3.4986 1.3739  0.130
16 C 0.9812 -3.1628 -0.1342  -0.010
17 C 2.0212 -3.9782 0.5612  -0.328
18 C 1.5470 -5.2708 1.1762  -0.018
19 F 2.6553 -3.1994 1.5182  0.006
20 C 1.3578 -2.5339 -1.4365  -0.260
21 O 2.1420 -3.0850 -2.1826  0.146
22 H 4.5357 0.7499 -0.3343  0.092
23 H 4.2644 -0.9802 -0.7177  0.079
24 H 5.5127 -0.0662 -1.5268  0.094
25 H 0.9324 -0.1900 -3.5842  0.148
26 H 1.2911 0.7661 -2.1533  0.116
27 H -2.4714 -0.1591 -1.3348  0.112
28 H -1.5240 0.3404 -2.6906  0.126
29 H -0.0224 1.5856 -0.8419  0.104
30 H -1.5609 2.2098 -1.3283  0.114
31 H -2.2510 0.5474 0.7953  0.122
32 H -2.0294 2.2736 0.8628  0.086
33 H 2.7781 -4.2168 -0.1785  0.139
34 H 2.3996 -5.9146 1.3547  0.082
35 H 1.0359 -5.1265 2.1189  0.083
36 H 0.8791 -5.7805 0.4930  0.094
37 C -3.1074 5.5315 3.0904  -0.091
38 C -3.7692 4.6119 2.0814  -0.314
39 O -3.4728 3.2399 2.3424  -0.096
40 H -2.0267 5.3887 3.0823  0.077
41 H -3.3250 6.5773 2.8699  0.074
42 H -3.4598 5.3123 4.1009  0.072
43 H -3.4030 4.8215 1.0771  0.110
44 H -4.8543 4.7568 2.0854  0.108
45 H -3.7996 3.0314 3.2215  0.085

Values from the calculation:
highest occupied orbital energy: -10.15 eV
total energy: -1298.00975 hartree
SMILES: CC(=O)OCC1=C(CCCF)C(=O)C(F)=C([C@H](C)F)C1=O.CCO

***

Below is a 5-piece molecular cluster, H12NO4 overall, with properties calculated with ωB97M-V/def2-TZVPD.

Last column: Löwdin charge in e.
Atoms and positions in Å:
1 N -0.3689 -0.2175 -0.6241  0.305
2 H 0.5116 0.1446 -0.9950  0.141
3 H -0.4008 -1.2277 -0.7380  0.131
4 H -0.4611 0.0684 0.3720  0.091
5 H -1.1896 0.1815 -1.0739  0.143
6 H 0.7074 0.6489 4.6770  0.068
7 H -0.5494 -0.1766 4.4786  0.069
8 O 0.0873 0.3695 3.9948  -0.045
9 H 2.7456 -2.2825 -1.6277  0.052
10 H 1.5210 -3.0840 -2.0217  0.050
11 O 1.8170 -2.4071 -1.3991  -0.059
12 H 0.4191 2.0442 -4.2253  0.052
13 H -0.3654 0.7839 -4.0720  0.036
14 O -0.1728 1.6022 -3.5979  -0.069
15 H -0.9087 0.7768 2.4962  0.016
16 H -2.2528 1.1974 1.8803  0.075
17 O -1.4316 0.7390 1.6748  -0.056

Values from the calculation:
highest occupied orbital energy: -15.01 eV
charge: +1
total energy: -362.69147 hartree
energy relative to the best compared isomer or geometry (same formula, charge and spin): 0.717 eV

***

Below is an isolated molecule of C25H27N3O2S, with properties calculated with ωB97M-V/def2-TZVPD.

Last column: Löwdin charge in e.
Atoms and positions in Å:
1 O 1.7413 2.9712 3.1619  0.035
2 C 0.7653 2.7077 2.4833  -0.504
3 N 0.3720 1.3885 2.3338  0.182
4 C -0.7047 0.9493 1.6178  -0.180
5 C -1.0355 -0.4061 1.5918  0.047
6 C -2.1317 -0.8377 0.8643  -0.262
7 C -2.8927 0.1003 0.1423  -0.007
8 C -2.5797 1.4319 0.1831  -0.030
9 C -1.4881 1.8932 0.9300  -0.177
10 C -1.1311 3.2692 1.0457  -0.027
11 C -0.0738 3.6618 1.7854  -0.025
12 H 0.2044 4.6988 1.8844  0.114
13 H -1.7412 3.9959 0.5281  0.122
14 H -3.1797 2.1479 -0.3576  0.120
15 H -3.7357 -0.2619 -0.4241  0.118
16 O -2.5630 -2.1153 0.7955  -0.031
17 C -1.8961 -3.0967 1.5672  -0.208
18 C -2.4420 -4.4684 1.1886  -0.160
19 H -2.0123 -5.2038 1.8720  0.116
20 C -2.1195 -4.8533 -0.2554  -0.175
21 H -2.6141 -4.1537 -0.9270  0.105
22 H -2.5242 -5.8492 -0.4454  0.111
23 C -0.6172 -4.8699 -0.5551  -0.203
24 N -0.0941 -3.5354 -0.7782  -0.178
25 C -0.5191 -2.9686 -2.0561  -0.145
26 C 0.5987 -2.1317 -2.6834  -0.146
27 N 1.1892 -1.2404 -1.7180  -0.070
28 C 0.8121 0.0872 -1.6438  -0.163
29 C -0.3297 0.5476 -2.2994  -0.033
30 C -0.6545 1.8939 -2.3850  -0.095
31 C 0.1420 2.8539 -1.8030  -0.124
32 C 1.2585 2.4163 -1.1083  -0.473
33 C 1.6180 1.0577 -0.9952  -0.175
34 C 2.8243 0.9251 -0.2379  -0.130
35 C 3.3276 2.1031 0.1854  -0.383
36 S 2.3922 3.4651 -0.3092  1.053
37 H 4.2092 2.2702 0.7719  0.070
38 H 3.3154 -0.0037 -0.0222  0.088
39 H -0.0795 3.9058 -1.8778  0.107
40 H -1.5474 2.1834 -2.9185  0.108
41 H -1.0047 -0.1553 -2.7594  0.098
42 C 1.7677 -1.9484 -0.5931  -0.138
43 C 1.3320 -3.4207 -0.5622  -0.176
44 H 1.5639 -3.8217 0.4291  0.123
45 H 1.9209 -4.0054 -1.2915  0.122
46 H 2.8657 -1.9343 -0.6483  0.115
47 H 1.4537 -1.4572 0.3327  0.115
48 H 1.3912 -2.7922 -3.0556  0.124
49 H 0.2256 -1.5693 -3.5377  0.121
50 H -1.3914 -2.3328 -1.8694  0.111
51 H -0.8114 -3.7603 -2.7629  0.123
52 H -0.4321 -5.5185 -1.4313  0.121
53 H -0.0902 -5.3110 0.2957  0.121
54 H -3.5247 -4.4673 1.3237  0.116
55 H -0.8230 -3.0662 1.3604  0.102
56 H -2.0700 -2.9031 2.6359  0.135
57 H -0.4306 -1.0931 2.1630  0.111
58 H 0.9425 0.7082 2.8220  0.164

Values from the calculation:
highest occupied orbital energy: -7.23 eV
total energy: -1681.81442 hartree
energy relative to the best compared isomer or geometry (same formula, charge and spin): 0.632 eV
SMILES: O=c1ccc2ccc(OCCCCN3CCN(c4cccc5sccc45)CC3)cc2[nH]1

***

Below is an isolated molecule of C9H13OP at a distorted geometry, with properties calculated with ωB97M-V/def2-TZVPD.

Last column: Löwdin charge in e.
Atoms and positions in Å:
1 C -0.7356 -0.9832 0.2223  -0.325
2 C -1.1174 0.3038 0.2617  -0.265
3 C 1.4665 -0.4246 -0.8352  -0.157
4 C 2.5555 1.3546 0.3386  -0.246
5 C 0.7245 -1.1573 0.2915  -0.411
6 C 0.0247 1.2636 0.3851  -0.075
7 C 1.2877 1.0724 -0.4597  -0.358
8 C -1.8244 -1.9882 -0.1094  -0.045
9 C -2.6191 0.6804 -0.0437  -0.031
10 O 2.6801 0.3780 1.3717  -0.468
11 P 1.3457 -0.2928 1.9690  1.109
12 H 2.6363 -0.4858 -0.9427  0.140
13 H 1.0011 -0.5643 -1.8329  0.119
14 H 3.3556 1.3349 -0.4533  0.138
15 H 2.5063 2.2558 0.8011  0.081
16 H 0.8035 -2.2676 0.4314  0.105
17 H -0.2192 2.2920 0.7101  0.101
18 H 1.1497 1.7054 -1.4879  0.188
19 H -1.5028 -3.0273 0.3193  0.119
20 H -1.9692 -2.0739 -1.1044  0.046
21 H -2.6766 -1.8244 0.4066  0.030
22 H -3.0744 0.9896 0.9763  0.110
23 H -3.1227 -0.1009 -0.4368  -0.005
24 H -2.6757 1.5599 -0.7788  0.098

Values from the calculation:
highest occupied orbital energy: -7.32 eV
total energy: -767.19054 hartree
energy relative to the best compared isomer or geometry (same formula, charge and spin): 3.776 eV

***

Below is a 13-piece molecular cluster, C14H52N24O14 overall at a distorted geometry, with properties calculated with ωB97M-V/def2-TZVPD.

Last column: Löwdin charge in e.
Atoms and positions in Å:
1 O -0.9818 -0.9633 -0.6116  -0.315
2 C -0.1965 0.1860 -0.7086  -0.410
3 C 0.4867 0.8895 0.5433  -0.443
4 O -0.2085 1.0976 1.7118  -0.301
5 H -0.8389 1.0119 -1.0755  0.043
6 H 0.5959 0.1328 -1.4897  0.055
7 H 0.7899 1.9088 0.2019  0.059
8 H 1.4352 0.3012 0.6371  0.046
9 C 4.8447 -0.5258 1.8031  -0.683
10 O 6.0697 -0.3257 1.9595  -0.031
11 N 3.8965 0.4236 1.7259  0.151
12 N 4.4613 -1.7304 1.3302  0.148
13 H 4.2408 1.3676 1.7783  0.094
14 H 3.1017 0.2563 1.1199  0.064
15 H 3.5673 -1.9299 1.7819  0.102
16 H 5.1128 -2.4942 1.3290  0.097
17 C -0.4932 3.8116 -3.3186  -0.717
18 O 0.7090 3.5602 -3.3641  0.012
19 N -1.2518 3.4164 -2.2701  0.164
20 N -1.2359 4.5275 -4.2049  0.144
21 H -0.7767 2.9849 -1.4898  0.084
22 H -2.2500 3.5057 -2.2354  0.092
23 H -0.8502 4.9986 -5.0009  0.097
24 H -2.2162 4.6025 -4.0173  0.085
25 C 0.5568 -4.5648 1.1271  -0.690
26 O 1.1148 -5.2472 2.0015  -0.061
27 N 0.3215 -3.2267 1.2045  0.191
28 N -0.1137 -5.2351 0.1598  0.150
29 H 0.3527 -2.7611 2.0998  0.061
30 H -0.2526 -2.7420 0.5101  0.059
31 H -0.1129 -6.2192 -0.0005  0.090
32 H -0.7028 -4.6238 -0.3884  0.056
33 C -1.3407 -0.3299 -4.5056  -0.690
34 O -2.3949 -0.8072 -4.9300  -0.019
35 N -1.0994 0.9887 -4.3499  0.171
36 N -0.3161 -1.1287 -4.0896  0.173
37 H -1.8743 1.5963 -4.1629  0.077
38 H -0.1924 1.1193 -3.9315  0.079
39 H -0.3656 -2.0657 -4.4704  0.079
40 H 0.4463 -0.6944 -3.6030  0.069
41 C -3.2013 3.3325 0.9076  -0.690
42 O -3.5204 2.1584 0.7585  0.061
43 N -3.9887 4.4260 0.6552  0.126
44 N -2.0702 3.6316 1.5933  0.151
45 H -4.7951 4.3120 0.0717  0.087
46 H -3.6591 5.2778 1.0642  0.071
47 H -1.3602 2.8913 1.6089  0.063
48 H -1.7940 4.5971 1.6404  0.060
49 C -4.6901 0.0591 -1.4204  -0.707
50 O -4.6006 -0.2281 -0.2394  0.047
51 N -3.6366 0.3746 -2.2080  0.179
52 N -5.8682 0.1212 -2.0908  0.124
53 H -3.8631 0.3810 -3.1843  0.060
54 H -2.7033 0.4010 -1.8132  0.079
55 H -5.9114 0.4132 -3.0482  0.072
56 H -6.7287 -0.1273 -1.6401  0.086
57 C -0.9304 1.6133 5.3166  -0.712
58 O -1.8110 0.9322 4.8149  0.052
59 N 0.0120 2.2783 4.6335  0.168
60 N -0.8259 1.7817 6.6835  0.109
61 H 0.0198 2.2253 3.6172  0.062
62 H 0.8030 2.7557 5.0251  0.084
63 H -0.3128 2.5878 6.9995  0.069
64 H -1.6791 1.5834 7.1788  0.083
65 C 5.0089 -0.3933 -2.9390  -0.678
66 O 5.3193 0.7630 -3.1772  0.025
67 N 3.7540 -0.8201 -2.5351  0.159
68 N 5.8081 -1.4700 -3.1650  0.128
69 H 3.6172 -1.8082 -2.4701  0.070
70 H 2.9969 -0.1579 -2.5544  0.090
71 H 6.7708 -1.2737 -3.3836  0.097
72 H 5.6001 -2.2472 -2.5622  0.085
73 C 2.1434 4.4431 2.5235  -0.686
74 O 2.7536 5.3285 3.1452  -0.028
75 N 2.5651 3.1647 2.5854  0.159
76 N 0.9710 4.5604 1.8522  0.168
77 H 3.3518 2.9474 3.1680  0.098
78 H 2.1391 2.4565 2.0032  0.063
79 H 0.5359 5.4582 1.7501  0.097
80 H 0.8182 3.8447 1.1552  0.075
81 C 0.6127 -4.0885 -2.9819  -0.679
82 O -0.2355 -4.0934 -3.8385  0.028
83 N 0.8180 -3.1534 -1.9908  0.145
84 N 1.6494 -4.9741 -2.8138  0.131
85 H 1.5352 -3.0733 -1.2940  0.085
86 H 0.1586 -2.3800 -1.8870  0.046
87 H 2.3215 -4.7210 -2.1219  0.079
88 H 1.6723 -5.8029 -3.3804  0.091
89 C 0.9888 -0.9788 4.2446  -0.686
90 O 0.1261 -1.4068 3.5020  0.053
91 N 1.9432 -0.1168 3.8151  0.153
92 N 0.9518 -1.0852 5.5929  0.152
93 H 2.7280 0.2262 4.3319  0.085
94 H 1.8540 0.0376 2.8237  0.049
95 H 1.6432 -0.5574 6.0912  0.078
96 H 0.1544 -1.4719 6.0615  0.103
97 C -3.3839 -3.5514 -0.4070  -0.691
98 O -3.0597 -3.1381 0.7041  0.041
99 N -4.4493 -4.3457 -0.6794  0.136
100 N -2.5602 -3.4116 -1.4739  0.163
101 H -4.6133 -4.5745 -1.6417  0.074
102 H -5.1408 -4.6472 -0.0215  0.089
103 H -1.7385 -2.8190 -1.4185  0.049
104 H -3.0528 -3.5196 -2.3438  0.089

Values from the calculation:
highest occupied orbital energy: -1.01 eV
charge: -2
total energy: -2932.51900 hartree
energy relative to the best compared isomer or geometry (same formula, charge and spin): 0.000 eV

***

Question: total energy of number 8 (C14H52N24O14)?
Answer: -2932.51900 hartree

***

Question: total energy of number 4 (C16H21F3O5)?
Answer: -1298.00975 hartree

***

Question: Among the records above, which one has the lowest total energy?
Answer: C5Cl5NS